Here is C15H20AlN10S2 as an isolated structure from OMol25. Energies are from the ωB97M-V functional and the def2-TZVPD basis.

Geometry as ORCA input:
```
! wB97M-V def2-TZVPD RIJCOSX def2/J DEFGRID3
* xyz 3 1
Al 1.052 0.215 0.283
N -0.593 -1.053 3.738
C -0.283 0.184 4.268
C 0.311 0.887 3.270
N 0.363 0.092 2.140
C -0.191 -1.071 2.467
C -0.206 -2.066 1.409
N 0.435 -1.716 0.300
C 0.244 -2.750 -0.600
C -0.479 -3.727 0.003
N -0.765 -3.269 1.272
H -1.023 -1.809 4.252
H -0.508 0.447 5.288
H 0.723 1.881 3.296
H 0.649 -2.729 -1.597
H -0.824 -4.681 -0.358
H -1.314 -3.772 1.956
C -3.051 3.685 -0.874
C -2.079 2.909 -1.680
N -1.888 2.999 -2.956
N -0.876 2.118 -3.233
C -0.438 1.482 -2.164
S 0.767 0.285 -2.027
N -1.167 1.991 -1.152
N -1.048 1.478 0.146
H -3.603 4.340 -1.544
H -2.535 4.302 -0.136
H -3.761 3.037 -0.358
H -0.574 1.994 -4.190
H -1.905 0.978 0.381
H -0.953 2.256 0.798
C 7.077 1.395 -0.295
C 5.723 0.818 -0.107
C 5.405 -0.511 -0.250
C 4.092 -0.936 -0.089
N 3.112 -0.045 0.194
C 3.423 1.258 0.337
S 2.133 2.310 0.662
N 4.704 1.663 0.204
C 3.741 -2.377 -0.225
H 7.849 0.659 -0.082
H 7.236 2.280 0.320
H 7.186 1.691 -1.344
H 6.179 -1.230 -0.475
H 4.901 2.651 0.338
H 4.571 -3.002 0.098
H 3.562 -2.605 -1.280
H 2.853 -2.628 0.346
*
```

E_LUMO, eV: -9.15
E_tot, hartree: -2169.27796
Gap between HOMO and LUMO, eV: 8.477

---

Here is a 9-piece molecular cluster, C53H106FN9O11 overall from OMol25. Energies are from the ωB97M-V functional and the def2-TZVPD basis.

Geometry as ORCA input:
```
! wB97M-V def2-TZVPD RIJCOSX def2/J DEFGRID3
* xyz 0 1
C 9.370 0.472 1.086
C 8.793 1.879 1.678
C 8.526 2.944 0.510
C 7.108 3.691 0.579
C 5.841 2.740 0.808
C 5.369 1.939 -0.519
C 6.162 0.552 -0.575
C 5.828 -0.288 -1.928
C 6.946 -1.430 -2.026
C 6.631 -2.583 -3.094
C 5.206 -3.290 -2.882
C 5.113 -4.186 -1.546
C 4.806 -3.303 -0.220
C 3.835 -4.134 0.750
C 2.339 -3.615 0.771
C 1.793 -2.919 1.894
C 2.616 -2.580 3.217
C 2.324 -1.119 3.804
F 3.258 -0.884 4.895
C 0.248 -2.484 1.812
O -0.359 -2.378 2.918
C -0.509 -2.243 0.429
O -1.662 -1.444 0.266
C -1.534 -0.157 0.928
C -0.617 0.912 0.160
C 0.906 0.898 0.682
C -0.686 0.606 -1.411
C -0.077 1.775 -2.320
C -0.275 1.291 -3.863
C -0.775 3.206 -2.123
C 0.036 -2.944 -0.691
N -0.533 -2.897 -2.040
C 1.348 -3.845 -0.469
O 1.578 -4.720 -1.349
H 9.452 0.576 -0.046
H 10.405 0.233 1.499
H 8.615 -0.377 1.268
H 7.924 1.717 2.390
H 9.655 2.294 2.322
H 9.329 3.761 0.612
H 8.654 2.520 -0.546
H 6.954 4.182 -0.455
H 7.130 4.574 1.317
H 4.959 3.440 1.063
H 5.928 2.020 1.684
H 4.241 1.756 -0.369
H 5.527 2.554 -1.458
H 6.024 -0.072 0.370
H 7.280 0.808 -0.666
H 4.760 -0.668 -1.840
H 5.862 0.440 -2.811
H 7.917 -0.910 -2.367
H 7.147 -1.844 -0.974
H 6.744 -2.190 -4.170
H 7.440 -3.399 -2.977
H 4.397 -2.488 -2.857
H 4.993 -3.959 -3.780
H 4.314 -4.983 -1.722
H 6.108 -4.754 -1.452
H 5.820 -3.232 0.324
H 4.449 -2.253 -0.466
H 4.324 -4.198 1.785
H 3.822 -5.220 0.366
H 2.361 -3.372 4.012
H 3.752 -2.644 3.072
H 1.285 -1.030 4.289
H 2.453 -0.356 2.969
H -1.177 -0.207 2.008
H -2.605 0.292 0.961
H -1.030 1.958 0.417
H 0.957 1.346 1.725
H 1.344 -0.162 0.682
H 1.514 1.497 -0.080
H -1.765 0.396 -1.706
H -0.027 -0.318 -1.589
H 1.058 1.848 -2.165
H 0.673 1.419 -4.478
H -0.524 0.174 -3.829
H -1.188 1.804 -4.321
H -1.760 3.187 -1.559
H -0.970 3.628 -3.170
H 0.002 3.905 -1.651
H -1.563 -2.799 -1.992
H -0.116 -2.157 -2.616
C -5.546 5.706 -3.070
C -4.503 5.031 -2.222
O -3.324 4.967 -2.562
N -4.895 4.481 -1.035
C -6.223 4.443 -0.451
H -5.082 6.095 -3.977
H -6.315 4.990 -3.353
H -5.988 6.541 -2.520
H -4.136 4.053 -0.522
H -6.181 4.950 0.517
H -6.503 3.400 -0.300
H -6.966 4.927 -1.077
C -5.961 0.597 3.277
C -4.869 1.585 2.973
O -4.412 1.731 1.844
N -4.387 2.330 4.004
C -4.795 2.299 5.393
H -6.246 0.075 2.364
H -5.609 -0.139 4.000
H -6.838 1.118 3.667
H -3.656 2.972 3.731
H -5.148 3.295 5.670
H -3.925 2.045 6.002
H -5.586 1.574 5.574
C -5.515 10.799 -0.979
C -5.414 9.343 -1.349
O -6.377 8.704 -1.754
N -4.201 8.738 -1.221
C -2.958 9.322 -0.763
H -6.537 11.143 -1.132
H -5.256 10.936 0.073
H -4.850 11.392 -1.611
H -4.205 7.763 -1.486
H -2.217 9.220 -1.558
H -2.620 8.767 0.115
H -3.067 10.373 -0.504
C 5.342 3.871 -4.385
C 3.967 3.458 -3.933
O 3.750 3.030 -2.807
N 2.945 3.573 -4.826
C 3.002 4.052 -6.191
H 6.052 3.724 -3.572
H 5.656 3.259 -5.234
H 5.344 4.927 -4.661
H 2.051 3.278 -4.456
H 2.338 4.914 -6.281
H 2.649 3.257 -6.850
H 4.009 4.341 -6.484
C -1.341 -9.717 -1.350
C -0.678 -9.581 -2.695
O -0.741 -10.459 -3.546
N 0.009 -8.434 -2.949
C 0.194 -7.292 -2.076
H -1.849 -10.679 -1.291
H -0.591 -9.671 -0.557
H -2.081 -8.925 -1.216
H 0.427 -8.410 -3.868
H -0.214 -6.410 -2.573
H 1.264 -7.151 -1.918
H -0.297 -7.424 -1.114
C -5.567 -3.018 6.672
C -6.389 -2.749 5.440
O -6.844 -1.641 5.187
N -6.621 -3.790 4.594
C -6.171 -5.160 4.721
H -5.466 -2.099 7.250
H -6.061 -3.766 7.296
H -4.569 -3.361 6.389
H -7.178 -3.538 3.790
H -5.567 -5.406 3.845
H -7.048 -5.809 4.746
H -5.581 -5.318 5.621
C 0.276 -5.363 4.092
C 1.320 -6.019 4.955
O 2.495 -6.090 4.619
N 0.919 -6.545 6.146
C -0.414 -6.559 6.710
H 0.740 -4.992 3.179
H -0.494 -6.088 3.819
H -0.169 -4.518 4.622
H 1.669 -6.969 6.672
H -0.386 -6.039 7.671
H -0.708 -7.598 6.874
H -1.141 -6.077 6.061
C -8.292 1.544 -3.916
C -7.216 2.154 -3.058
O -7.250 3.325 -2.699
N -6.178 1.360 -2.679
C -5.961 -0.035 -2.998
H -9.050 2.294 -4.138
H -7.865 1.193 -4.858
H -8.768 0.716 -3.386
H -5.494 1.836 -2.106
H -5.905 -0.597 -2.063
H -5.009 -0.123 -3.526
H -6.755 -0.445 -3.618
*
```

E_LUMO, eV: -1.12
SMILES string: CCCCCCCCCCCCCCC1=C(CCF)C(=O)C(OC[C@@H](C)CC(C)C)=C(N)C1=O.CNC(C)=O.CNC(C)=O.CNC(C)=O.CNC(C)=O.CNC(C)=O.CNC(C)=O.CNC(C)=O.CNC(C)=O
E_tot, hartree: -3503.22531
Gap between HOMO and LUMO, eV: 7.752

---

Here is a 3-piece molecular cluster, C4H15N2O2 overall from OMol25. Energies are from the ωB97M-V functional and the def2-TZVPD basis.

Geometry as ORCA input:
```
! wB97M-V def2-TZVPD RIJCOSX def2/J DEFGRID3
* xyz 2 2
C 0.928 -1.277 2.067
C -0.540 -0.870 2.137
C -1.063 -0.653 0.671
C -1.312 0.590 0.283
N -1.387 1.203 -1.060
N 1.620 -0.442 1.005
H 0.845 -2.401 1.814
H 1.637 -1.183 2.859
H -0.773 -0.040 2.826
H -1.159 -1.735 2.547
H -1.115 -1.568 -0.228
H -1.101 1.299 1.028
H -1.354 0.324 -1.564
H -2.119 1.917 -1.349
H -0.346 1.597 -1.286
H 1.215 -0.570 0.155
H 2.674 -0.533 0.989
H 0.943 3.667 -1.374
H 1.545 2.303 -1.220
O 0.991 2.749 -1.862
H -0.738 -1.430 -3.246
H 0.707 -1.681 -2.747
O -0.099 -1.267 -2.444
*
```

E_LUMO (alpha / beta), eV: -7.00 / -12.40
E_tot, hartree: -420.60180
Gap between HOMO and LUMO (alpha / beta), eV: 11.696 / 6.287
⟨S²⟩: 0.76
Relative energy (zero: lowest compared OMol25 entry of this formula, charge and spin), kJ/mol: 352.9

---

Here is a 2-piece molecular cluster, C3H11NOS overall from OMol25. Energies are from the ωB97M-V functional and the def2-TZVPD basis.

Geometry as ORCA input:
```
! wB97M-V def2-TZVPD RIJCOSX def2/J DEFGRID3
* xyz -1 2
C 0.563 1.836 -0.660
C -0.020 0.960 0.454
C -1.257 1.676 1.018
S -1.620 0.830 2.622
N -0.300 -0.385 0.062
H 0.690 2.832 -0.224
H 1.619 1.553 -0.872
H -0.111 1.951 -1.507
H 0.688 1.117 1.284
H -2.149 1.638 0.360
H -1.140 2.738 1.286
H -2.185 -0.299 2.158
H 0.537 -0.951 -0.068
H -0.779 -0.500 -0.826
H 1.318 -4.867 -2.278
H 1.955 -5.178 -0.948
O 2.194 -4.952 -1.860
*
```

E_LUMO (alpha / beta), eV: 3.14 / 3.13
E_tot, hartree: -649.01887
Gap between HOMO and LUMO (alpha / beta), eV: 2.026 / 9.145
⟨S²⟩: 0.75
Relative energy (zero: lowest compared OMol25 entry of this formula, charge and spin), kJ/mol: 59.8

---

Here is C2H4O4 as an isolated structure from OMol25. Energies are from the ωB97M-V functional and the def2-TZVPD basis.

Geometry as ORCA input:
```
! wB97M-V def2-TZVPD RIJCOSX def2/J DEFGRID3
* xyz 0 1
C 0.660 1.388 2.974
C 0.176 0.574 1.166
O 0.345 1.727 4.096
O -0.579 -0.367 -1.745
O 1.054 -0.232 0.891
O -0.889 0.964 0.700
H 1.807 1.107 2.889
H 0.330 -0.466 -1.312
H -0.812 -0.918 -2.521
H -1.158 0.441 -0.132
*
```

E_LUMO, eV: 0.21
E_tot, hartree: -379.47825
Gap between HOMO and LUMO, eV: 9.133
Relative energy (zero: lowest compared OMol25 entry of this formula, charge and spin), kJ/mol: 315.6

---

Here is the molecule C4H7N2P from OMol25. Energies are from the ωB97M-V functional and the def2-TZVPD basis.

Geometry as ORCA input:
```
! wB97M-V def2-TZVPD RIJCOSX def2/J DEFGRID3
* xyz 0 1
C -0.458 0.320 0.079
C -2.637 0.332 -0.973
C 2.903 -0.337 0.203
C -1.123 0.710 -0.960
N 0.055 0.025 1.134
N 2.540 -1.021 1.194
P 0.976 -1.295 1.668
H -2.947 0.331 -2.034
H -3.112 1.056 -0.330
H -2.633 -0.679 -0.477
H 3.944 -0.295 -0.033
H 2.121 0.033 -0.539
H -0.749 1.346 -1.824
H 1.120 -0.524 2.892
*
```

E_LUMO, eV: 0.77
SMILES string: C=NPN=C=CC
E_tot, hartree: -607.38524
Gap between HOMO and LUMO, eV: 8.843
Relative energy (zero: lowest compared OMol25 entry of this formula, charge and spin), kJ/mol: 194.5

---

Here is C32H32O4PS4Sc as an isolated structure from OMol25. Energies are from the ωB97M-V functional and the def2-TZVPD basis.

Geometry as ORCA input:
```
! wB97M-V def2-TZVPD RIJCOSX def2/J DEFGRID3
* xyz 0 1
Sc 1.037 -0.445 0.611
C 1.435 -4.200 2.815
C 1.693 -4.834 1.453
S 2.105 -3.647 0.141
C 1.025 -4.223 -1.164
C -0.467 -4.113 -0.859
S -0.969 -2.493 -0.222
C -1.986 -2.928 1.208
C -1.294 -3.724 2.317
S 0.191 -2.892 2.898
H 1.179 -4.979 3.535
H 2.330 -3.693 3.172
H 2.533 -5.522 1.546
H 0.834 -5.418 1.117
H 1.285 -3.596 -2.019
H 1.269 -5.253 -1.423
H -1.036 -4.276 -1.771
H -0.780 -4.860 -0.132
H -2.318 -1.961 1.592
H -2.863 -3.463 0.842
H -1.988 -3.825 3.150
H -1.034 -4.728 1.981
O 3.399 -1.552 3.687
C 2.787 -0.743 3.029
O 2.378 -0.985 1.789
C 2.473 0.621 3.577
C 3.473 1.217 4.347
C 3.305 2.477 4.895
C 2.101 3.143 4.694
C 1.093 2.551 3.952
C 1.252 1.286 3.372
S -0.164 0.638 2.499
H 4.391 0.661 4.505
H 4.099 2.932 5.477
H 1.943 4.128 5.125
H 0.144 3.060 3.813
O 2.172 1.208 -0.039
C 2.725 0.432 -0.885
O 2.222 -0.708 -1.146
H 3.650 0.742 -1.375
C 2.078 2.795 -4.497
C 1.889 1.422 -4.404
C 1.037 0.902 -3.439
C 0.349 1.742 -2.556
C 0.541 3.117 -2.667
C 1.402 3.639 -3.629
P -0.730 0.957 -1.279
C -2.114 0.287 -2.297
C -2.186 0.353 -3.686
C -3.267 -0.205 -4.370
C -4.295 -0.826 -3.677
C -4.246 -0.882 -2.288
C -3.163 -0.339 -1.613
C -1.483 2.423 -0.457
C -2.809 2.827 -0.601
C -3.291 3.933 0.096
C -2.451 4.655 0.931
C -1.124 4.270 1.069
C -0.649 3.157 0.394
H 2.749 3.204 -5.245
H 2.412 0.753 -5.078
H 0.913 -0.169 -3.363
H 0.018 3.791 -2.005
H 1.540 4.712 -3.699
H -1.416 0.857 -4.251
H -3.303 -0.141 -5.452
H -5.133 -1.259 -4.212
H -5.051 -1.351 -1.731
H -3.138 -0.386 -0.527
H -3.472 2.302 -1.272
H -4.326 4.232 -0.024
H -2.829 5.513 1.475
H -0.457 4.829 1.718
H 0.380 2.853 0.531
*
```

E_LUMO, eV: 0.18
E_tot, hartree: -4234.59649
Gap between HOMO and LUMO, eV: 7.497

---

Here is a 2-piece molecular cluster, C3H8N2O2 overall from OMol25. Energies are from the ωB97M-V functional and the def2-TZVPD basis.

Geometry as ORCA input:
```
! wB97M-V def2-TZVPD RIJCOSX def2/J DEFGRID3
* xyz 0 1
C -2.699 1.049 0.060
C 1.981 0.163 -0.301
C 1.804 -1.156 -0.155
N -1.642 0.419 0.299
N 1.125 1.099 0.020
O -1.708 -0.906 -0.172
O 0.739 -1.683 0.512
H -3.530 0.525 -0.399
H -2.748 2.069 0.132
H 3.000 0.528 -0.620
H 2.550 -1.936 -0.330
H -0.852 -1.340 -0.118
H 0.375 0.817 0.509
H 0.794 1.668 -0.811
H 0.812 -1.318 1.374
*
```

E_LUMO, eV: 0.88
SMILES string: N/C=C\O.C=NO
E_tot, hartree: -378.97086
Gap between HOMO and LUMO, eV: 9.164
Relative energy (zero: lowest compared OMol25 entry of this formula, charge and spin), kJ/mol: 446.7

---

Here is C24H68AsF6O10 as an isolated structure from OMol25. Energies are from the ωB97M-V functional and the def2-TZVPD basis.

Geometry as ORCA input:
```
! wB97M-V def2-TZVPD RIJCOSX def2/J DEFGRID3
* xyz -1 1
As -11.713 -4.161 -25.999
F -10.864 -5.698 -25.616
F -10.386 -3.882 -27.175
F -12.392 -2.496 -26.195
F -13.064 -4.440 -24.841
F -10.758 -3.493 -24.613
F -12.640 -4.737 -27.386
C -8.734 -9.265 -23.384
C -8.407 -7.978 -24.186
O -7.855 -8.079 -25.500
H -9.134 -9.049 -22.393
H -7.780 -9.777 -23.261
H -9.361 -9.855 -24.051
H -7.747 -7.328 -23.612
H -9.317 -7.383 -24.265
H -7.697 -7.180 -25.796
C -13.309 -7.904 -21.662
C -12.306 -6.943 -22.366
O -11.130 -6.878 -21.619
H -12.918 -8.909 -21.503
H -14.243 -7.981 -22.218
H -13.509 -7.462 -20.686
H -12.809 -5.981 -22.457
H -12.012 -7.307 -23.350
H -10.555 -6.140 -21.834
C -5.746 -6.242 -28.025
C -7.008 -5.461 -28.259
O -7.880 -5.356 -27.099
H -5.217 -5.712 -27.233
H -5.192 -6.258 -28.964
H -5.950 -7.205 -27.557
H -7.653 -5.846 -29.049
H -6.661 -4.448 -28.467
H -8.741 -5.089 -27.430
C -15.374 -2.025 -28.140
C -14.535 -1.093 -28.857
O -14.878 -1.111 -30.222
H -15.261 -3.005 -28.605
H -16.460 -1.947 -28.096
H -15.126 -2.339 -27.126
H -13.479 -1.295 -28.679
H -14.582 -0.057 -28.521
H -14.115 -0.934 -30.776
C -11.124 -6.835 -29.142
C -10.051 -7.943 -29.038
O -10.737 -9.167 -28.951
H -11.881 -7.128 -28.415
H -11.673 -6.755 -30.081
H -10.758 -5.839 -28.894
H -9.341 -7.736 -28.237
H -9.537 -7.872 -29.996
H -10.179 -9.714 -28.393
C -14.261 -0.232 -22.125
C -13.829 -1.099 -23.367
O -13.607 -2.440 -22.937
H -14.557 0.712 -22.583
H -13.442 -0.036 -21.433
H -15.148 -0.646 -21.643
H -12.859 -0.843 -23.792
H -14.613 -1.023 -24.120
H -13.507 -3.055 -23.667
C -16.160 -6.180 -28.059
C -14.895 -6.821 -28.606
C -15.193 -7.932 -29.717
O -14.164 -5.769 -29.225
H -16.733 -5.703 -28.854
H -16.050 -5.517 -27.201
H -16.770 -6.969 -27.621
H -14.387 -7.269 -27.752
H -15.870 -7.575 -30.493
H -15.808 -8.756 -29.355
H -14.233 -8.365 -30.000
H -13.650 -5.488 -28.464
C -7.848 -2.972 -22.896
C -8.102 -4.420 -22.346
C -7.894 -4.499 -20.780
O -9.357 -4.565 -22.724
H -7.884 -2.733 -23.959
H -6.851 -2.674 -22.573
H -8.584 -2.253 -22.536
H -7.579 -5.176 -22.931
H -8.292 -5.475 -20.499
H -8.513 -3.775 -20.250
H -6.837 -4.401 -20.532
H -9.587 -4.167 -23.567
C -11.167 0.656 -25.900
C -10.141 1.116 -27.019
C -10.792 1.186 -28.386
O -9.572 2.401 -26.779
H -11.933 1.418 -25.764
H -10.634 0.513 -24.960
H -11.716 -0.262 -26.107
H -9.361 0.354 -27.026
H -11.618 1.874 -28.567
H -11.060 0.215 -28.801
H -9.944 1.474 -29.007
H -8.820 2.388 -27.376
C -15.699 -5.920 -24.105
C -17.229 -5.917 -24.230
C -17.743 -4.653 -24.861
O -17.546 -6.811 -25.170
H -15.284 -5.778 -25.103
H -15.255 -6.808 -23.655
H -15.305 -5.218 -23.371
H -17.662 -6.144 -23.256
H -17.314 -4.346 -25.814
H -17.516 -3.827 -24.187
H -18.807 -4.721 -25.088
H -17.089 -7.632 -24.974
*
```

E_LUMO, eV: 2.38
E_tot, hartree: -4542.63882
Gap between HOMO and LUMO, eV: 9.658
Relative energy (zero: lowest compared OMol25 entry of this formula, charge and spin), kJ/mol: 519.8

---

Results for max |F|: 0.43 4.30 5.84 2.36 7.14 2.51 1.88 5.47 5.97 (in eV/Å, following the order of the records).